[1]
17
Properties=species:S:1:pos:R:3 method="wB97M-V/def2-TZVPD" homo_energy_ev=-9.170 multiplicity=1 charge=0 smiles=CCCN.N gap_ev=10.154 relative_energy_kcal_mol=10.23 e_lumo_ev=0.98
C 0.025 -1.142 -0.819
C -1.051 -0.171 -0.362
C -0.872 1.323 -0.682
N -1.876 2.050 0.068
H 0.980 -0.923 -0.338
H 0.132 -1.123 -1.891
H -0.172 -2.172 -0.569
H -1.978 -0.563 -0.796
H -1.107 -0.171 0.752
H -1.008 1.591 -1.760
H 0.151 1.706 -0.513
H -1.812 3.058 -0.147
H -1.781 1.932 1.108
N 2.461 -1.217 1.877
H 2.969 -2.101 1.764
H 1.803 -1.450 1.022
H 3.136 -0.626 1.286

[2]
19
Properties=species:S:1:pos:R:3 method="wB97M-V/def2-TZVPD" homo_energy_ev="-23.728 / -24.388" multiplicity=5 charge=+3 gap_ev="9.574 / 6.566" relative_energy_kcal_mol=23.61 e_lumo_ev="-14.15 / -17.82"
Mn 0.260 0.388 0.561
O 1.881 -2.171 0.163
C 1.180 -1.211 0.163
C -1.106 1.591 0.091
O -1.928 2.480 0.153
C -1.085 -0.795 1.012
O -1.953 -1.584 1.071
C 1.227 1.095 -0.888
O 2.023 1.673 -1.541
C -0.688 -1.338 -2.471
H 0.452 -1.164 -2.647
H -0.792 -2.212 -1.710
C -1.556 -0.344 -2.526
H -2.452 -0.284 -1.778
H -1.187 0.746 -2.716
N 1.113 1.201 2.030
H 1.915 0.553 1.893
H 0.302 0.893 2.601
H 1.100 2.121 1.558

[3]
20
Properties=species:S:1:pos:R:3 method="wB97M-V/def2-TZVPD" homo_energy_ev=-10.839 multiplicity=1 charge=0 smiles="CC(=O)O[C@@]1(C(F)(F)F)NC(=O)NC1=O" gap_ev=11.356 e_lumo_ev=0.52
C -0.682 0.941 2.970
C 0.189 0.701 1.807
O 1.345 1.033 1.693
O -0.598 0.122 0.784
C -0.230 -0.228 -0.552
C -1.361 -1.253 -0.862
F -1.565 -2.187 0.123
F -2.540 -0.609 -0.843
F -1.142 -1.904 -2.012
N -0.135 0.666 -1.682
C 1.116 0.652 -2.226
O 1.568 1.249 -3.157
N 1.879 -0.240 -1.464
C 1.239 -0.829 -0.425
O 1.640 -1.656 0.344
H -1.246 0.009 2.880
H -1.411 1.719 2.919
H 0.023 1.024 3.746
H -0.855 1.252 -2.159
H 2.766 -0.463 -1.884

[4]
9
Properties=species:S:1:pos:R:3 method="wB97M-V/def2-TZVPD" homo_energy_ev=-9.012 multiplicity=1 charge=0 gap_ev=9.243 relative_energy_kcal_mol=73.01 e_lumo_ev=0.23
C -0.074 0.599 -0.086
C 0.035 -0.930 -0.181
O 0.273 1.510 -1.048
C -1.096 0.545 0.749
C 1.084 -0.941 0.616
O -1.933 0.611 1.567
O 1.984 -1.113 1.338
H -0.093 1.249 -1.903
H -0.180 -1.529 -1.052

[5]
33
Properties=species:S:1:pos:R:3 method="wB97M-V/def2-TZVPD" homo_energy_ev=-12.346 multiplicity=1 charge=+1 gap_ev=8.172 relative_energy_kcal_mol=7.21 e_lumo_ev=-4.17
Ti 0.879 -0.521 -0.580
O 4.187 0.882 0.750
C 3.165 0.942 0.162
O 2.560 -0.242 -0.308
C 2.410 2.192 -0.148
C 2.997 3.392 0.243
C 2.377 4.599 -0.020
C 1.160 4.615 -0.691
C 0.560 3.432 -1.091
C 1.184 2.235 -0.817
S -0.195 0.034 1.568
H 3.947 3.348 0.760
H 2.837 5.524 0.297
H 0.672 5.556 -0.906
H -0.383 3.423 -1.621
C -1.876 -3.470 1.431
C -1.858 -2.519 0.238
O -3.028 -2.551 -0.563
P -1.855 -0.738 0.812
O -3.048 -0.766 1.841
O -2.247 0.087 -0.465
O 0.551 1.060 -1.189
P -0.325 -2.760 -0.747
O -0.474 -4.203 -1.312
O 0.822 -2.473 0.193
O -0.183 -1.654 -1.814
H -2.775 -3.301 2.021
H -0.998 -3.325 2.060
H -1.869 -4.502 1.077
H -3.289 -3.467 -0.734
H -3.148 0.008 2.413
H -2.981 -0.292 -0.981
H 0.226 -4.545 -1.879

[6]
124
Properties=species:S:1:pos:R:3 method="wB97M-V/def2-TZVPD" homo_energy_ev=-5.452 multiplicity=1 charge=-1 gap_ev=6.304 e_lumo_ev=0.85
C 2.667 -3.746 -3.900
C 2.947 -2.201 -3.953
O 3.472 -1.623 -3.047
O 2.582 -1.567 -5.156
C 1.451 -0.700 -4.926
C 0.069 -1.376 -5.319
N -0.865 -1.163 -4.212
C -2.099 -1.984 -4.331
C -2.872 -1.804 -5.689
P -4.273 -2.970 -6.056
O -4.922 -2.455 -7.325
O -5.467 -3.027 -4.924
O -3.689 -4.478 -6.465
C -1.793 -3.462 -3.906
O -0.625 -3.840 -3.670
O -2.738 -4.341 -3.732
P -3.196 -1.253 -2.937
O -2.217 -0.904 -1.841
O -3.909 0.182 -3.383
O -4.251 -2.328 -2.297
H 1.789 -3.964 -4.567
H 3.526 -4.340 -4.308
H 2.432 -4.019 -2.843
H 1.396 -0.437 -3.836
H 1.541 0.260 -5.510
H -0.280 -0.912 -6.293
H 0.295 -2.452 -5.534
H -1.100 -0.173 -4.116
H -3.327 -0.770 -5.684
H -2.222 -1.818 -6.609
H -6.161 -2.412 -5.224
H -2.726 -4.483 -6.302
H -3.272 0.915 -3.313
H -3.837 -2.687 -1.494
C -4.544 0.532 1.287
Cl -5.833 1.681 1.710
Cl -4.627 0.155 -0.438
Cl -2.970 1.251 1.664
Cl -4.754 -0.957 2.227
C -0.527 -1.978 1.457
Cl 0.088 -0.381 0.996
Cl 0.818 -3.134 1.508
Cl -1.300 -1.871 3.062
Cl -1.713 -2.519 0.268
C 3.088 -2.049 4.968
Cl 4.273 -2.006 3.650
Cl 3.538 -0.862 6.207
Cl 1.484 -1.661 4.330
Cl 3.063 -3.671 5.687
C -2.580 4.214 -4.717
Cl -1.483 5.590 -4.525
Cl -3.043 4.069 -6.422
Cl -1.764 2.727 -4.198
Cl -4.028 4.469 -3.728
C -4.015 8.003 -8.386
Cl -5.551 8.708 -7.853
Cl -2.714 9.192 -8.178
Cl -3.658 6.562 -7.420
Cl -4.134 7.553 -10.104
C -6.981 -4.593 -9.351
Cl -8.447 -5.258 -10.104
Cl -7.024 -4.897 -7.614
Cl -5.552 -5.371 -10.057
Cl -6.902 -2.849 -9.639
C 6.784 1.257 4.128
Cl 5.256 1.970 4.672
Cl 8.084 2.455 4.286
Cl 7.169 -0.162 5.122
Cl 6.633 0.766 2.433
C 5.021 -2.743 9.519
Cl 5.669 -1.926 8.087
Cl 3.272 -2.471 9.614
Cl 5.338 -4.485 9.398
Cl 5.802 -2.092 10.972
C -4.247 0.812 6.289
Cl -5.733 0.126 5.613
Cl -4.232 0.564 8.051
Cl -2.842 0.009 5.572
Cl -4.184 2.544 5.925
C -1.303 9.366 -2.904
Cl -0.205 10.745 -2.720
Cl -1.774 9.208 -4.606
Cl -0.485 7.884 -2.376
Cl -2.749 9.626 -1.913
C -1.472 4.454 8.230
Cl 0.090 4.248 7.418
Cl -2.565 5.378 7.183
Cl -2.176 2.863 8.569
Cl -1.237 5.333 9.752
C -2.017 9.515 10.963
Cl -0.330 9.210 11.414
Cl -2.146 11.112 10.203
Cl -2.557 8.271 9.825
Cl -3.034 9.470 12.415
C -0.851 4.308 -9.846
Cl -0.684 3.485 -11.408
Cl -1.399 3.149 -8.619
Cl 0.715 4.983 -9.363
Cl -2.039 5.617 -9.989
C 8.614 -0.033 12.887
Cl 8.763 -0.908 11.353
Cl 8.105 -1.151 14.164
Cl 10.181 0.677 13.318
Cl 7.408 1.254 12.716
C 8.278 3.381 -0.756
Cl 6.806 2.672 -1.439
Cl 8.279 3.156 1.002
Cl 9.699 2.583 -1.454
Cl 8.330 5.114 -1.131
C 8.329 -5.105 12.156
Cl 7.037 -4.256 13.025
Cl 9.784 -5.162 13.167
Cl 7.801 -6.754 11.785
Cl 8.694 -4.256 10.645
C 7.445 -8.796 7.890
Cl 6.857 -9.054 6.239
Cl 7.565 -10.354 8.726
Cl 9.043 -8.029 7.836
Cl 6.317 -7.744 8.762
C -10.687 -6.080 -13.277
Cl -11.092 -4.639 -12.329
Cl -11.007 -7.531 -12.311
Cl -11.678 -6.119 -14.748
Cl -8.973 -6.033 -13.721

[7]
64
Properties=species:S:1:pos:R:3 method="wB97M-V/def2-TZVPD" homo_energy_ev=-8.326 multiplicity=1 charge=0 smiles="CCCN(CCC)CCNC(=O)[C@@H]1c2ccccc2C(=O)N2CCc3ccccc3[C@H]12" gap_ev=8.828 relative_energy_kcal_mol=9.78 e_lumo_ev=0.50
C 1.752 1.247 4.617
C 2.565 0.898 3.377
C 1.675 0.250 2.306
N 2.318 -0.053 1.042
C 3.412 -1.001 1.142
C 3.561 -1.840 -0.129
C 2.337 -2.714 -0.368
C 2.582 1.102 0.202
C 1.753 1.020 -1.092
N 0.372 0.759 -0.762
C -0.630 1.600 -1.061
O -0.498 2.592 -1.747
C -2.002 1.200 -0.486
C -1.953 1.005 0.998
C -2.074 2.075 1.873
C -2.033 1.870 3.242
C -1.872 0.591 3.752
C -1.733 -0.478 2.889
C -1.769 -0.278 1.513
C -1.529 -1.437 0.614
O -1.031 -2.475 1.020
N -1.840 -1.246 -0.692
C -1.592 -2.304 -1.645
C -0.802 -1.739 -2.820
C -1.609 -0.644 -3.452
C -1.539 -0.391 -4.815
C -2.325 0.586 -5.396
C -3.213 1.305 -4.615
C -3.291 1.058 -3.258
C -2.482 0.098 -2.663
C -2.551 -0.074 -1.162
H 2.384 1.703 5.375
H 1.299 0.351 5.036
H 0.955 1.944 4.365
H 3.021 1.804 2.972
H 3.370 0.213 3.650
H 0.833 0.918 2.103
H 1.263 -0.685 2.699
H 3.193 -1.675 1.972
H 4.371 -0.497 1.354
H 3.726 -1.183 -0.985
H 4.448 -2.469 -0.024
H 2.404 -3.221 -1.328
H 1.436 -2.109 -0.348
H 2.247 -3.465 0.413
H 3.644 1.172 -0.059
H 2.304 2.022 0.725
H 2.126 0.214 -1.730
H 1.793 1.961 -1.644
H 0.243 0.007 -0.102
H -2.666 2.034 -0.729
H -2.202 3.072 1.476
H -2.133 2.711 3.912
H -1.847 0.433 4.819
H -1.589 -1.484 3.255
H -1.040 -3.087 -1.121
H -2.544 -2.714 -2.002
H -0.592 -2.525 -3.547
H 0.153 -1.345 -2.464
H -0.858 -0.970 -5.422
H -2.253 0.779 -6.456
H -3.843 2.059 -5.062
H -3.989 1.618 -2.653
H -3.614 -0.166 -0.871

[8]
39
Properties=species:S:1:pos:R:3 method="wB97M-V/def2-TZVPD" homo_energy_ev="-10.605 / -10.983" multiplicity=2 charge=+1 gap_ev="5.301 / 5.677" e_lumo_ev="-5.30 / -5.31"
C -0.838 1.380 2.983
P -1.967 1.855 1.609
O -3.102 0.634 1.735
C -1.081 1.192 0.121
C -1.002 -0.355 0.120
C 0.395 -0.958 -0.050
C 1.200 -1.010 1.255
C 0.211 -2.393 -0.547
N 1.088 -0.204 -1.109
O 2.009 -0.834 -1.723
C 1.336 1.249 -0.927
C 1.277 1.859 -2.340
C 2.736 1.519 -0.363
C 0.263 1.922 -0.026
H -1.307 0.648 3.638
H -0.616 2.280 3.556
H 0.108 0.966 2.649
H -3.851 1.017 2.186
H -1.712 1.496 -0.714
H -1.589 -0.693 -0.742
H -1.479 -0.790 0.997
H 1.975 -1.772 1.203
H 0.528 -1.289 2.068
H 1.646 -0.058 1.521
H -0.163 -2.362 -1.574
H 1.150 -2.941 -0.565
H -0.476 -2.923 0.115
H 2.172 1.578 -2.892
H 1.246 2.944 -2.283
H 0.420 1.471 -2.889
H 3.462 0.803 -0.738
H 3.052 2.509 -0.693
H 2.767 1.531 0.726
H 0.707 2.162 0.938
H 0.038 2.881 -0.490
O -2.505 -3.749 -1.563
H -2.346 -3.369 -2.451
H -2.386 -4.721 -1.549
H -3.369 -3.475 -1.190